1.
{"formula": "C16H27CoNO5", "method": "the ωB97M-V functional and the def2-TZVPD basis", "homo_energy_ev": [-13.65, -13.65], "e_above_lowest_kcal_mol": 17.4, "molar_mass_g_mol": 372.33, "s2": 3.7565, "largest_force_ev_per_a": 3.13, "total_charge": 2, "gap_ev": [6.48, 6.46], "multiplicity": 4, "species": ["C", "C", "H", "H", "C", "C", "H", "H", "C", "H", "H", "H", "C", "H", "H", "H", "Co", "O", "C", "O", "C", "O", "N", "C", "C", "H", "H", "H", "H", "C", "C", "H", "H", "H", "C", "O", "C", "C", "O", "C", "H", "H", "H", "H", "H", "H", "H", "H", "H", "H"], "xyz": [[-1.411, -1.888, -6.863], [-1.518, -1.240, -8.155], [-1.221, -2.973, -6.870], [-2.182, -1.664, -6.090], [-1.478, 0.178, -8.084], [-1.094, 0.680, -6.869], [-1.080, 0.076, -5.943], [-0.793, 1.732, -6.780], [-1.598, -1.868, -9.523], [-1.320, -2.925, -9.535], [-0.886, -1.352, -10.191], [-2.566, -1.743, -10.042], [-1.812, 1.108, -9.249], [-2.814, 0.957, -9.689], [-1.133, 1.014, -10.111], [-1.770, 2.163, -8.917], [-0.409, -0.380, -0.986], [-0.058, -1.058, -2.760], [0.587, -0.401, -3.650], [0.304, 1.304, -1.336], [1.227, 1.460, -2.175], [2.163, 2.365, -2.036], [1.399, 0.687, -3.293], [3.040, 2.303, -3.204], [2.351, 1.397, -4.204], [3.993, 1.814, -2.933], [3.207, 3.339, -3.548], [3.022, 0.675, -4.708], [1.797, 2.016, -4.950], [0.664, -0.736, -5.012], [0.114, -1.847, -5.714], [1.378, -0.119, -5.581], [-0.025, -2.913, -5.240], [0.699, -1.968, -6.630], [-2.307, -1.052, 1.001], [-1.339, -1.601, 0.060], [-0.476, -2.733, 0.482], [0.858, -2.201, 1.008], [1.187, -0.949, 0.329], [2.252, -0.122, 0.887], [-2.463, 0.003, 0.736], [-1.942, -1.136, 2.034], [-3.256, -1.590, 0.888], [-1.041, -3.280, 1.250], [-0.341, -3.319, -0.448], [0.758, -2.052, 2.096], [1.649, -2.926, 0.804], [2.685, 0.440, 0.039], [1.793, 0.576, 1.612], [3.041, -0.758, 1.336]], "atomic_forces_ev_per_a": [[0.309, -2.406, 1.470], [-0.224, 0.388, 0.708], [-0.992, 0.401, -0.719], [0.391, 0.086, -0.944], [-0.320, 1.357, 0.120], [-0.310, 0.639, -0.061], [0.080, 0.873, -1.023], [-0.483, -0.322, -0.004], [0.880, -0.293, 0.178], [-0.268, 0.118, 0.189], [-0.167, -0.032, 0.269], [0.126, 0.072, 0.654], [0.373, 0.319, -0.263], [0.281, -0.213, 0.555], [-0.002, -0.083, 0.405], [-0.001, -0.608, -0.132], [0.724, -0.584, -0.556], [-0.118, 0.626, -0.027], [-0.063, -1.206, -2.155], [1.694, 1.714, -0.749], [-0.636, -1.030, 0.265], [-0.346, -0.076, -0.430], [0.461, 1.355, 0.508], [1.214, 0.121, 0.007], [-0.951, -0.003, -0.316], [-0.411, 0.603, 0.378], [-0.080, -0.661, 0.208], [-0.318, 0.576, 0.392], [0.252, -0.744, 0.368], [0.391, 1.060, 0.930], [0.118, -2.756, -1.480], [-0.751, -0.459, 0.210], [0.064, 2.495, -0.515], [0.366, -0.356, 0.516], [-0.297, -0.295, 0.283], [-0.465, -1.039, 1.069], [-0.604, 0.481, -0.748], [0.122, 0.644, 0.494], [-0.381, -0.617, 0.024], [-0.104, -0.138, -0.076], [0.078, -0.291, 0.129], [-0.040, 0.074, -0.371], [0.282, 0.090, 0.058], [0.423, -0.070, -0.378], [-0.207, 0.201, 0.645], [0.340, 0.257, -0.365], [-0.083, 0.021, 0.143], [-0.255, -0.287, 0.534], [0.470, -0.382, -0.227], [-0.560, 0.381, -0.169]]}

***

2.
{"formula": "C16H27F3N3O6", "method": "the ωB97M-V functional and the def2-TZVPD basis", "homo_energy_ev": -10.50, "molar_mass_g_mol": 414.40, "largest_force_ev_per_a": 4.07, "total_charge": 1, "gap_ev": 7.24, "species": ["C", "C", "O", "N", "C", "C", "O", "C", "C", "N", "C", "C", "O", "C", "F", "F", "F", "C", "N", "H", "H", "H", "H", "H", "H", "H", "H", "H", "H", "H", "H", "H", "C", "O", "C", "C", "O", "C", "C", "O", "C", "H", "H", "H", "H", "H", "H", "H", "H", "H", "H", "H", "H", "H", "H"], "xyz": [[6.297, 3.394, 1.259], [5.177, 2.853, 2.219], [5.295, 3.079, 3.390], [4.091, 2.071, 1.620], [4.383, 0.629, 1.561], [5.773, 0.069, 1.126], [3.523, -0.144, 1.878], [2.856, 2.217, 2.329], [1.540, 2.211, 1.724], [0.663, 2.330, 2.782], [-0.829, 2.348, 2.840], [-1.525, 2.507, 1.450], [-1.796, 3.913, 1.291], [-2.894, 1.743, 1.314], [-3.960, 2.561, 1.431], [-3.022, 0.661, 2.122], [-2.940, 1.258, 0.015], [1.266, 2.427, 4.002], [2.594, 2.345, 3.670], [7.236, 2.843, 1.544], [6.088, 3.186, 0.186], [6.520, 4.470, 1.464], [5.745, -0.037, 0.015], [6.639, 0.662, 1.496], [5.844, -0.960, 1.559], [1.256, 2.101, 0.665], [-1.142, 1.443, 3.415], [-1.114, 3.228, 3.474], [-0.897, 2.221, 0.574], [-1.346, 4.218, 0.485], [0.839, 2.523, 5.013], [3.290, 2.387, 4.414], [-1.674, -4.961, -1.034], [-1.868, -4.319, -2.279], [-2.950, -4.849, -3.035], [-3.859, -3.756, -3.579], [-4.586, -3.012, -2.605], [-3.859, -2.159, -1.729], [-3.168, -0.970, -2.388], [-2.082, -1.382, -3.207], [-2.053, -0.745, -4.471], [-1.048, -5.848, -1.161], [-1.161, -4.259, -0.372], [-2.623, -5.232, -0.561], [-3.543, -5.556, -2.446], [-2.515, -5.394, -3.882], [-4.619, -4.246, -4.194], [-3.323, -3.088, -4.253], [-3.167, -2.737, -1.116], [-4.605, -1.756, -1.039], [-2.753, -0.332, -1.601], [-3.905, -0.387, -2.947], [-3.055, -0.618, -4.889], [-1.481, -1.378, -5.151], [-1.556, 0.228, -4.389]], "atomic_forces_ev_per_a": [[-0.073, -0.925, 0.172], [2.504, 1.246, -1.286], [-1.218, -0.390, 0.059], [-0.275, -0.470, 1.985], [1.059, -1.323, -0.090], [-0.549, 0.226, 0.193], [-0.105, 0.390, -0.187], [-3.708, 0.464, -1.505], [2.297, 0.115, 1.717], [-1.218, 0.241, 1.400], [-0.798, -0.214, 0.007], [0.037, 1.205, 0.295], [0.628, -0.658, -0.361], [-0.395, -0.362, -1.571], [1.071, -0.961, 0.491], [0.120, 1.176, -0.379], [0.044, 0.450, 1.327], [2.191, -0.473, -3.395], [0.101, 0.060, 1.840], [-0.841, 0.501, -0.260], [0.084, 0.345, 0.789], [-0.543, -0.906, -0.179], [0.306, 0.286, 0.804], [-0.656, -0.307, -0.567], [-0.210, 0.969, -0.365], [0.187, 0.088, 1.003], [0.214, 0.510, -0.825], [0.185, -0.688, -0.818], [-0.462, -0.479, 0.952], [-0.440, -0.034, 0.386], [0.241, -0.031, -0.939], [0.208, 0.022, -0.604], [0.177, 0.163, -0.185], [-0.359, -0.056, 0.350], [0.201, 0.223, -0.222], [-0.063, -0.021, -0.137], [0.141, 0.019, 0.023], [-0.097, 0.025, 0.034], [0.296, -0.374, 0.300], [-0.395, 0.097, -0.344], [0.277, -0.109, 0.216], [-0.067, -0.117, 0.151], [0.064, -0.033, -0.081], [0.012, -0.061, -0.041], [0.029, 0.058, 0.090], [-0.238, -0.062, -0.077], [-0.049, -0.029, 0.146], [0.226, -0.018, 0.125], [0.226, 0.071, -0.147], [-0.077, 0.030, -0.111], [-0.233, 0.004, 0.042], [0.011, -0.042, -0.136], [-0.026, 0.049, 0.025], [0.063, 0.039, 0.057], [-0.103, 0.073, -0.165]]}

***

3.
{"formula": "C16H27MnN7SeSi", "method": "the ωB97M-V functional and the def2-TZVPD basis", "homo_energy_ev": [-12.55, -13.05], "e_above_lowest_kcal_mol": 15.9, "molar_mass_g_mol": 479.43, "s2": 8.8377, "largest_force_ev_per_a": 2.02, "total_charge": 2, "gap_ev": [6.57, 6.76], "multiplicity": 6, "species": ["Mn", "C", "C", "C", "C", "C", "C", "N", "N", "Si", "C", "C", "C", "H", "H", "H", "H", "H", "H", "H", "H", "H", "H", "H", "H", "H", "H", "H", "N", "C", "C", "N", "H", "H", "H", "H", "H", "H", "H", "H", "H", "Se", "N", "C", "C", "C", "C", "N", "C", "N", "H", "H", "H"], "xyz": [[-0.988, -0.293, 0.574], [-2.281, -2.229, 3.158], [-0.808, -2.254, 2.886], [0.063, -3.174, 3.441], [1.417, -3.120, 3.110], [1.877, -2.182, 2.208], [0.947, -1.298, 1.646], [-0.361, -1.325, 2.035], [1.127, -0.339, 0.703], [1.793, -0.585, -0.871], [0.227, -2.763, -1.631], [3.226, -1.801, -1.089], [2.037, 1.146, -1.624], [-2.479, -2.059, 4.214], [-2.748, -3.175, 2.888], [-2.739, -1.420, 2.568], [-0.303, -3.918, 4.128], [2.099, -3.829, 3.552], [2.913, -2.116, 1.931], [0.509, -3.070, -0.619], [0.822, -3.338, -2.343], [-0.822, -3.019, -1.781], [3.014, -2.766, -0.635], [4.134, -1.416, -0.643], [3.421, -1.968, -2.145], [1.109, 1.705, -1.693], [2.440, 1.049, -2.625], [2.748, 1.725, -1.044], [0.550, 5.274, 0.615], [-0.239, 4.320, 1.448], [-0.305, 2.920, 0.795], [-1.095, 1.967, 1.570], [0.534, 6.219, 1.025], [0.164, 5.333, -0.338], [1.531, 4.970, 0.545], [-1.248, 4.724, 1.565], [0.227, 4.253, 2.433], [0.694, 2.487, 0.691], [-0.754, 3.000, -0.198], [-2.039, 2.320, 1.724], [-0.668, 1.825, 2.486], [1.106, -1.820, -4.672], [-0.463, -1.237, -4.480], [-1.161, -0.667, -3.518], [-2.402, -0.058, -3.803], [-3.057, 0.651, -2.820], [-2.468, 0.773, -1.570], [-1.322, 0.143, -1.248], [-0.686, -0.599, -2.163], [0.432, -1.324, -1.779], [-2.800, -0.142, -4.799], [-4.000, 1.129, -3.024], [-2.923, 1.371, -0.783]], "atomic_forces_ev_per_a": [[1.540, 1.084, 0.731], [-0.034, 0.142, -0.085], [-0.128, -0.467, 0.435], [-0.241, 0.182, 0.002], [-0.173, 0.231, -0.209], [-0.176, 0.017, 0.028], [0.138, -0.054, 0.429], [0.669, -0.897, 0.779], [-0.618, 0.133, -0.336], [-0.320, 0.295, -0.353], [0.121, -0.421, -0.050], [-0.623, 0.574, 0.215], [0.105, -0.919, 0.220], [-0.061, 0.048, 0.055], [-0.016, -0.015, -0.028], [-0.009, -0.287, 0.275], [-0.077, -0.074, 0.087], [0.121, -0.068, 0.058], [0.204, -0.012, -0.075], [-0.061, -0.141, -0.009], [-0.035, -0.069, 0.094], [-0.014, -0.045, -0.021], [-0.069, -0.092, 0.085], [0.238, 0.102, 0.125], [-0.010, 0.033, -0.188], [-0.271, 0.011, 0.016], [0.097, 0.039, -0.304], [0.191, 0.082, 0.185], [0.210, 0.226, -0.176], [-0.491, -0.914, 0.317], [0.116, 0.192, 0.014], [-0.216, 0.004, 0.136], [0.081, -0.234, -0.178], [0.178, 0.058, 0.227], [-0.226, 0.169, -0.056], [0.167, 0.109, -0.034], [0.025, 0.169, -0.119], [-0.017, 0.073, -0.102], [0.090, -0.001, -0.061], [0.117, -0.072, 0.074], [-0.143, -0.137, -0.150], [0.415, -0.138, -0.188], [0.084, -0.410, -0.909], [-0.574, 0.680, 1.079], [0.381, -0.228, 0.172], [0.188, 0.210, 0.387], [-0.442, 0.221, -0.366], [-0.694, 0.195, -1.419], [0.221, -0.123, -0.556], [0.229, 0.596, 0.003], [-0.067, -0.021, -0.167], [-0.102, 0.086, 0.013], [-0.018, -0.122, -0.102]]}

***

4.
{"formula": "C16H27N3O3S2", "method": "the ωB97M-V functional and the def2-TZVPD basis", "homo_energy_ev": -8.48, "e_above_lowest_kcal_mol": 2.6, "molar_mass_g_mol": 373.54, "largest_force_ev_per_a": 1.67, "smiles": "CSCC[C@H](NC(=O)OC(C)(C)C)c1nnc(SCC=C(C)C)o1", "gap_ev": 9.02, "species": ["C", "S", "C", "C", "C", "N", "C", "O", "O", "C", "C", "C", "C", "C", "N", "N", "C", "S", "C", "C", "C", "C", "C", "O", "H", "H", "H", "H", "H", "H", "H", "H", "H", "H", "H", "H", "H", "H", "H", "H", "H", "H", "H", "H", "H", "H", "H", "H", "H", "H", "H"], "xyz": [[2.610, 4.203, -3.977], [0.952, 3.520, -4.262], [0.529, 2.997, -2.569], [1.246, 1.716, -2.171], [0.774, 1.206, -0.793], [1.621, 0.147, -0.308], [2.511, 0.338, 0.703], [2.665, 1.394, 1.264], [3.157, -0.811, 0.943], [4.166, -0.882, 1.984], [3.545, -0.567, 3.344], [5.316, 0.074, 1.671], [4.645, -2.333, 1.934], [-0.636, 0.740, -0.881], [-1.708, 1.456, -0.854], [-2.758, 0.628, -1.031], [-2.266, -0.566, -1.159], [-3.106, -2.038, -1.424], [-4.830, -1.370, -1.358], [-5.202, -0.953, 0.017], [-5.620, -1.789, 0.965], [-5.978, -1.306, 2.335], [-5.770, -3.264, 0.728], [-0.915, -0.575, -1.078], [2.558, 4.960, -3.200], [2.925, 4.651, -4.913], [3.300, 3.411, -3.699], [0.775, 3.814, -1.892], [-0.551, 2.853, -2.566], [2.321, 1.892, -2.103], [1.071, 0.947, -2.928], [0.836, 2.026, -0.067], [1.556, -0.766, -0.728], [4.286, -0.707, 4.126], [3.195, 0.461, 3.368], [2.703, -1.230, 3.533], [6.104, -0.049, 2.408], [4.966, 1.103, 1.696], [5.720, -0.137, 0.683], [5.411, -2.496, 2.686], [3.813, -3.007, 2.123], [5.056, -2.557, 0.954], [-4.847, -0.533, -2.051], [-5.439, -2.192, -1.730], [-5.067, 0.096, 0.231], [-5.336, -1.780, 3.077], [-5.868, -0.228, 2.414], [-7.007, -1.575, 2.568], [-4.861, -3.680, 0.296], [-5.983, -3.784, 1.658], [-6.587, -3.458, 0.033]], "atomic_forces_ev_per_a": [[-0.461, -0.323, 0.031], [-0.003, 0.132, 0.154], [0.218, -0.023, -0.601], [-0.123, 0.144, 0.276], [0.383, 0.096, -0.204], [-0.134, -0.302, -0.084], [-0.229, -0.137, -0.326], [0.145, 0.328, 0.274], [0.020, -0.196, -0.045], [0.439, 0.020, 0.459], [-0.065, 0.057, -0.311], [-0.312, -0.033, -0.073], [-0.256, 0.369, -0.129], [-0.436, 0.517, 0.250], [1.449, 0.786, 0.273], [-0.917, -1.242, -0.251], [-0.339, 0.631, 0.007], [-0.219, -0.521, -0.196], [0.533, -0.073, 0.006], [-0.122, 0.028, 0.235], [-0.057, 0.177, -0.087], [0.080, 0.083, -0.106], [0.036, 0.075, -0.088], [-0.028, -0.089, -0.024], [0.101, 0.098, 0.035], [0.090, 0.059, -0.050], [0.161, 0.045, 0.018], [-0.086, 0.016, 0.104], [0.020, 0.082, 0.044], [0.000, -0.057, -0.009], [0.057, -0.013, 0.007], [-0.111, -0.184, -0.129], [0.076, 0.033, 0.084], [0.091, -0.056, 0.086], [0.006, 0.018, 0.067], [-0.061, -0.090, 0.054], [0.104, -0.052, 0.076], [0.056, 0.037, 0.018], [0.080, -0.038, -0.081], [0.085, -0.005, 0.088], [-0.075, -0.095, 0.046], [0.076, -0.039, -0.096], [-0.131, -0.066, -0.062], [0.034, 0.004, -0.091], [-0.046, 0.112, 0.102], [0.011, -0.043, 0.121], [-0.009, 0.085, 0.052], [-0.090, -0.022, 0.090], [0.047, -0.123, -0.010], [-0.011, -0.104, 0.031], [-0.081, -0.103, -0.036]]}